[1]
Entry from OMol25: an isolated molecule of C22H30N4O6S in a non-equilibrium geometry (ωB97M-V/def2-TZVPD).

Each atom is followed by the atoms it is bonded to, with distances in Å.
Atoms and positions in Å:
1 S 0.07 3.22 4.00  C20 1.722, C23 1.834
2 O -1.83 1.06 6.12  C15 1.218
3 O -0.15 -2.96 -4.57  C22 1.355, C31 1.409
4 O 2.06 1.03 -0.23  C32 1.218
5 O 1.20 3.59 1.62  C16 1.354, C20 1.347
6 O 0.29 -3.34 -2.12  C12 1.408, C13 1.359
7 O 0.30 -0.40 -5.80  C18 1.405, C25 1.374
8 N 1.50 2.58 -1.76  C30 1.448, C32 1.373, H56 1.007
9 N -0.96 3.21 1.48  N11 1.348, C20 1.302
10 N -1.20 0.12 4.17  C14 1.453, C15 1.345, C29 1.452
11 N -0.48 3.33 0.23  N9 1.348, C16 1.290
12 C 0.46 -3.62 -0.75  O6 1.408, H42 1.095, H43 1.089, H47 1.095
13 C 0.53 -2.07 -2.55  O6 1.359, C19 1.381, C22 1.414
14 C -0.86 0.16 2.76  N10 1.453, C21 1.539, C33 1.535, H53 1.087
15 C -1.55 1.17 4.94  O2 1.218, N10 1.345, C23 1.531
16 C 0.79 3.55 0.33  O5 1.354, N11 1.290, C30 1.490
17 C 0.49 -1.55 4.72  C26 1.526, C29 1.528, H39 1.092, H46 1.091
18 C 0.51 0.87 -6.36  O7 1.405, H38 1.089, H40 1.095, H44 1.095
19 C 0.97 -1.04 -1.74  C13 1.381, C27 1.393, H55 1.077
20 C 0.05 3.36 2.29  S1 1.722, O5 1.347, N9 1.302
21 C -1.82 -0.72 1.93  C14 1.539, C24 1.525, H35 1.093, H37 1.090
22 C 0.28 -1.85 -3.92  O3 1.355, C13 1.414, C25 1.405
23 C -1.61 2.56 4.30  S1 1.834, C15 1.531, H54 1.087, H58 1.090
24 C -1.90 -0.23 0.49  C21 1.525, H36 1.087, H41 1.087, H59 1.088
25 C 0.51 -0.57 -4.45  O7 1.374, C22 1.405, C28 1.390
26 C 0.93 -1.57 3.26  C17 1.526, C33 1.526, H49 1.092, H51 1.091
27 C 1.16 0.23 -2.27  C19 1.393, C28 1.389, C32 1.480
28 C 0.93 0.46 -3.62  C25 1.390, C27 1.389, H52 1.077
29 C -0.99 -1.16 4.81  N10 1.452, C17 1.528, H34 1.093, H50 1.091
30 C 1.76 3.63 -0.80  N8 1.448, C16 1.490, H45 1.093, H62 1.092
31 C -0.53 -2.94 -5.93  O3 1.409, H48 1.092, H60 1.092, H63 1.090
32 C 1.60 1.28 -1.33  O4 1.218, N8 1.373, C27 1.480
33 C 0.62 -0.23 2.60  C14 1.535, C26 1.526, H57 1.090, H61 1.093
34 H -1.61 -1.92 4.32  C29 1.093
35 H -2.81 -0.66 2.39  C21 1.093
36 H -2.28 0.79 0.46  C24 1.087
37 H -1.50 -1.76 1.94  C21 1.090
38 H 0.29 0.76 -7.42  C18 1.089
39 H 1.08 -0.81 5.27  C17 1.092
40 H -0.16 1.62 -5.93  C18 1.095
41 H -0.93 -0.23 0.02  C24 1.087
42 H -0.20 -3.00 -0.13  C12 1.095
43 H 0.19 -4.67 -0.63  C12 1.089
44 H 1.55 1.20 -6.25  C18 1.095
45 H 2.77 3.49 -0.39  C30 1.093
46 H 0.64 -2.52 5.18  C17 1.091
47 H 1.50 -3.47 -0.43  C12 1.095
48 H 0.31 -2.69 -6.58  C31 1.092
49 H 0.42 -2.38 2.73  C26 1.092
50 H -1.30 -1.06 5.85  C29 1.091
51 H 2.00 -1.77 3.19  C26 1.091
52 H 1.12 1.43 -4.04  C28 1.077
53 H -0.99 1.17 2.39  C14 1.087
54 H -2.15 2.61 3.36  C23 1.087
55 H 1.20 -1.20 -0.70  C19 1.077
56 H 0.79 2.78 -2.45  N8 1.007
57 H 0.89 -0.23 1.55  C33 1.090
58 H -2.07 3.23 5.03  C23 1.090
59 H -2.57 -0.86 -0.09  C24 1.088
60 H -1.34 -2.23 -6.11  C31 1.092
61 H 1.22 0.54 3.09  C33 1.093
62 H 1.70 4.60 -1.30  C30 1.092
63 H -0.87 -3.95 -6.14  C31 1.090

Its multiplicity is 1. For the largest force on an atom, the calculation gives 1.62 eV Å⁻¹. The calculation puts the orbital gap at 8.71 eV. The structure (SMILES) is CC[C@@H]1CCCCN1C(=O)CSc1nnc(CNC(=O)c2cc(OC)c(OC)c(OC)c2)o1. The calculation puts the HOMO energy at -8.246 eV. Its lowest unoccupied orbital energy is 0.460 eV. The calculation puts the total energy at -52380.770 eV.

***

[2]
Entry from OMol25: an isolated molecule of C22H30N4OS (ωB97M-V/def2-TZVPD).

Each atom is followed by the atoms it is bonded to, with distances in Å.
Atoms and positions in Å:
1 S -0.79 1.21 0.12  C17 1.659
2 O -3.56 3.35 4.25  C9 1.406, C25 1.410
3 N -0.52 -1.29 0.83  C8 1.452, C17 1.363, C27 1.448
4 N 1.74 -3.26 -0.87  C19 1.322, C26 1.329
5 N -1.99 0.99 4.05  C13 1.450, C20 1.455, C28 1.452
6 N -0.07 -0.86 -1.40  C16 1.398, C17 1.356, H33 1.013
7 C 0.85 -1.02 -3.57  C16 1.396, C18 1.379, H52 1.082
8 C 0.04 -2.63 0.72  N3 1.452, C26 1.512, H38 1.092, H45 1.099
9 C -4.05 2.10 4.68  O2 1.406, C28 1.529, H39 1.101, H55 1.092
10 C -0.14 1.07 -2.94  C14 1.382, C16 1.391, H47 1.076
11 C -0.19 -0.44 3.15  C13 1.529, C27 1.530, H30 1.093, H40 1.090
12 C 2.55 2.08 -6.41  C15 1.530, H29 1.088, H31 1.088, H43 1.088
13 C -0.94 0.04 4.38  N5 1.450, C11 1.529, H48 1.106, H56 1.095
14 C 0.17 1.57 -4.19  C10 1.382, C22 1.388, H44 1.080
15 C 1.19 1.38 -6.48  C12 1.530, C22 1.502, H36 1.092, H58 1.092
16 C 0.20 -0.23 -2.61  N6 1.398, C7 1.396, C10 1.391
17 C -0.44 -0.38 -0.18  S1 1.659, N3 1.363, N6 1.356
18 C 1.16 -0.50 -4.81  C7 1.379, C22 1.390, H49 1.081
19 C 2.99 -3.30 -1.31  N4 1.322, C23 1.385, H51 1.082
20 C -1.47 2.28 3.62  N5 1.455, C25 1.527, H32 1.105, H37 1.089
21 C 3.78 -2.04 0.55  C23 1.386, C24 1.385, H50 1.080
22 C 0.82 0.81 -5.14  C14 1.388, C15 1.502, C18 1.390
23 C 4.05 -2.71 -0.64  C19 1.385, C21 1.386, H41 1.078
24 C 2.48 -2.01 1.02  C21 1.385, C26 1.389, H34 1.078
25 C -2.64 3.17 3.20  O2 1.410, C20 1.527, H53 1.091, H54 1.099
26 C 1.48 -2.64 0.28  N4 1.329, C8 1.512, C24 1.389
27 C -1.16 -0.94 2.08  N3 1.448, C11 1.530, H42 1.091, H46 1.093
28 C -2.91 1.19 5.15  N5 1.452, C9 1.529, H35 1.106, H57 1.093
29 H 2.81 2.50 -7.38  C12 1.088
30 H 0.49 -1.24 3.45  C11 1.093
31 H 2.53 2.88 -5.67  C12 1.088
32 H -0.90 2.77 4.43  C20 1.105
33 H 0.14 -1.85 -1.44  N6 1.013
34 H 2.23 -1.49 1.93  C24 1.078
35 H -2.41 1.66 6.02  C28 1.106
36 H 1.22 0.59 -7.23  C15 1.092
37 H -0.82 2.14 2.76  C20 1.089
38 H -0.03 -3.09 1.70  C8 1.092
39 H -4.59 1.60 3.86  C9 1.101
40 H 0.41 0.37 2.72  C11 1.090
41 H 5.05 -2.76 -1.04  C23 1.078
42 H -1.88 -0.15 1.88  C27 1.091
43 H 3.32 1.37 -6.12  C12 1.088
44 H -0.11 2.59 -4.43  C14 1.080
45 H -0.54 -3.25 0.02  C8 1.099
46 H -1.70 -1.82 2.44  C27 1.093
47 H -0.66 1.69 -2.23  C10 1.076
48 H -0.22 0.46 5.11  C13 1.106
49 H 1.66 -1.12 -5.54  C18 1.081
50 H 4.57 -1.55 1.10  C21 1.080
51 H 3.13 -3.82 -2.24  C19 1.082
52 H 1.12 -2.04 -3.33  C7 1.082
53 H -2.28 4.17 2.93  C25 1.091
54 H -3.14 2.72 2.33  C25 1.099
55 H -4.74 2.31 5.50  C9 1.092
56 H -1.43 -0.82 4.85  C13 1.095
57 H -3.32 0.23 5.46  C28 1.093
58 H 0.43 2.11 -6.79  C15 1.092

Its multiplicity is 1. For the largest force on an atom, the calculation gives 0.96 eV Å⁻¹. The calculation puts the orbital gap at 8.55 eV. The structure (SMILES) is CCc1ccc(NC(=S)N(CCCN2CCOCC2)Cc2ccccn2)cc1. The calculation puts the HOMO energy at -7.918 eV. Its lowest unoccupied orbital energy is 0.635 eV. The calculation puts the total energy at -42144.216 eV.

***

[3]
Entry from OMol25: an isolated molecule of C22H30N6O2 in a non-equilibrium geometry (ωB97M-V/def2-TZVPD).

Each atom is followed by the atoms it is bonded to, with distances in Å.
Atoms and positions in Å:
1 O -1.20 -2.87 1.41  C29 1.218
2 O -0.91 -2.17 5.90  C30 1.212
3 N 1.32 0.69 2.94  C14 1.349, C20 1.324
4 N 0.10 4.01 -2.04  C9 1.449, C11 1.451, C17 1.446
5 N 0.22 -0.72 4.59  C14 1.359, C25 1.446, C30 1.378
6 N 1.32 2.11 -0.32  C13 1.450, C15 1.453, C24 1.452
7 N 0.61 -0.39 1.12  C12 1.378, C20 1.350, C27 1.440
8 N -1.04 -2.48 3.66  C22 1.454, C29 1.399, C30 1.388
9 C 1.23 3.21 -2.48  N4 1.449, C13 1.525, H39 1.106, H43 1.092
10 C -2.75 -2.14 -3.73  C16 1.384, C28 1.385, H38 1.080
11 C -0.67 3.27 -1.07  N4 1.451, C24 1.524, H33 1.092, H59 1.106
12 C 0.09 -1.05 2.21  N7 1.378, C14 1.387, C29 1.430
13 C 2.11 2.86 -1.28  N6 1.450, C9 1.525, H36 1.093, H50 1.103
14 C 0.55 -0.35 3.32  N3 1.349, N5 1.359, C12 1.387
15 C 2.12 1.60 0.78  N6 1.453, C20 1.491, H35 1.102, H51 1.096
16 C -1.91 -1.07 -3.96  C10 1.384, C21 1.384, H45 1.081
17 C -0.71 4.44 -3.15  N4 1.446, H40 1.102, H41 1.089, H58 1.089
18 C 1.21 -2.00 -0.63  C26 1.532, C27 1.530, H32 1.093, H54 1.091
19 C -1.00 -3.24 -2.51  C23 1.389, C28 1.383, H56 1.080
20 C 1.34 0.64 1.62  N3 1.324, N7 1.350, C15 1.491
21 C -0.62 -1.09 -3.46  C16 1.384, C23 1.388, H53 1.082
22 C -1.89 -3.63 3.93  N8 1.454, H34 1.090, H37 1.087, H44 1.090
23 C -0.15 -2.17 -2.73  C19 1.389, C21 1.388, C26 1.503
24 C 0.21 2.92 0.13  N6 1.452, C11 1.524, H47 1.103, H60 1.092
25 C 0.73 0.03 5.72  N5 1.446, H49 1.090, H52 1.090, H57 1.088
26 C 1.24 -2.17 -2.16  C18 1.532, C23 1.503, H31 1.092, H46 1.092
27 C 0.41 -0.75 -0.26  N7 1.440, C18 1.530, H42 1.093, H48 1.092
28 C -2.30 -3.23 -3.00  C10 1.385, C19 1.383, H55 1.080
29 C -0.76 -2.19 2.32  O1 1.218, N8 1.399, C12 1.430
30 C -0.59 -1.81 4.79  O2 1.212, N5 1.378, N8 1.388
31 H 1.74 -3.12 -2.39  C26 1.092
32 H 2.23 -1.91 -0.26  C18 1.093
33 H -1.51 3.89 -0.73  C11 1.092
34 H -1.35 -4.36 4.54  C22 1.090
35 H 2.49 2.39 1.45  C15 1.102
36 H 2.95 2.24 -1.61  C13 1.093
37 H -2.17 -4.06 2.98  C22 1.087
38 H -3.76 -2.13 -4.12  C10 1.080
39 H 0.89 2.27 -2.96  C9 1.106
40 H -1.16 3.60 -3.71  C17 1.102
41 H -0.10 5.03 -3.84  C17 1.089
42 H -0.65 -0.95 -0.40  C27 1.093
43 H 1.81 3.78 -3.20  C9 1.092
44 H -2.78 -3.31 4.48  C22 1.090
45 H -2.26 -0.22 -4.53  C16 1.081
46 H 1.82 -1.36 -2.60  C26 1.092
47 H 0.56 3.85 0.61  C24 1.103
48 H 0.71 0.11 -0.86  C27 1.092
49 H 0.40 1.07 5.64  C25 1.090
50 H 2.50 3.79 -0.84  C13 1.103
51 H 2.99 1.08 0.36  C15 1.096
52 H 1.82 0.01 5.71  C25 1.090
53 H 0.04 -0.24 -3.64  C21 1.082
54 H 0.75 -2.86 -0.17  C18 1.091
55 H -2.95 -4.07 -2.82  C28 1.080
56 H -0.66 -4.09 -1.94  C19 1.080
57 H 0.34 -0.43 6.62  C25 1.088
58 H -1.52 5.08 -2.78  C17 1.089
59 H -1.08 2.33 -1.50  C11 1.106
60 H -0.37 2.35 0.86  C24 1.092

Its multiplicity is 1. For the largest force on an atom, the calculation gives 1.38 eV Å⁻¹. The calculation puts the orbital gap at 8.89 eV. The structure (SMILES) is CN1CCN(Cc2nc3c(c(=O)n(C)c(=O)n3C)n2CCCc2ccccc2)CC1. The calculation puts the HOMO energy at -8.228 eV. Its lowest unoccupied orbital energy is 0.658 eV. The calculation puts the total energy at -36338.487 eV.

***

[4]
Entry from OMol25: an isolated molecule of C22H30N6OS2 in a non-equilibrium geometry (ωB97M-V/def2-TZVPD).

Each atom is followed by the atoms it is bonded to, with distances in Å.
Atoms and positions in Å:
1 S 3.79 2.71 1.24  C20 1.846, C22 1.817
2 S -1.07 -1.92 -0.32  C10 1.747, C23 1.748
3 O 4.63 -4.17 -0.74  C21 1.414, C25 1.406
4 N -3.53 1.14 -1.25  C11 1.322, C24 1.337
5 N -4.06 -1.11 -1.15  C24 1.346, C26 1.440, H54 1.010
6 N 1.55 -1.78 0.20  C10 1.315, C31 1.328
7 N 3.80 -1.83 0.69  C16 1.456, C30 1.453, C31 1.383
8 N -5.55 -0.64 1.23  C15 1.451, C27 1.448, C29 1.449
9 N -1.34 1.96 -0.86  C11 1.312, C13 1.342
10 C 0.46 -1.11 -0.09  S2 1.747, N6 1.315, C12 1.399
11 C -2.61 2.09 -1.16  N4 1.322, N9 1.312, H48 1.083
12 C 0.39 0.28 -0.27  C10 1.399, C13 1.433, C14 1.409
13 C -0.93 0.70 -0.61  N9 1.342, C12 1.433, C23 1.400
14 C 1.57 1.02 -0.05  C12 1.409, C18 1.387, C28 1.500
15 C -6.19 -1.23 0.07  N8 1.451, C26 1.535, H35 1.094, H46 1.105
16 C 3.56 -3.18 1.20  N7 1.456, C21 1.531, H57 1.089, H58 1.095
17 C 3.40 3.22 -1.47  C20 1.524, H37 1.088, H40 1.089, H43 1.088
18 C 2.73 0.33 0.26  C14 1.387, C22 1.498, C31 1.424
19 C 2.41 4.79 0.20  C20 1.525, H36 1.088, H39 1.088, H42 1.088
20 C 2.71 3.33 -0.12  S1 1.846, C17 1.524, C19 1.525, C28 1.521
21 C 3.47 -4.20 0.06  O3 1.414, C16 1.531, H45 1.091, H61 1.099
22 C 4.01 1.02 0.60  S1 1.817, C18 1.498, H38 1.093, H44 1.091
23 C -1.82 -0.38 -0.68  S2 1.748, C13 1.400, C24 1.406
24 C -3.16 -0.12 -1.01  N4 1.337, N5 1.346, C23 1.406
25 C 4.83 -2.88 -1.27  O3 1.406, C30 1.536, H50 1.102, H59 1.092
26 C -5.48 -0.87 -1.24  N5 1.440, C15 1.535, H32 1.089, H33 1.095
27 C -5.98 -1.27 2.46  N8 1.448, H34 1.102, H51 1.089, H56 1.090
28 C 1.42 2.51 -0.07  C14 1.500, C20 1.521, H52 1.093, H53 1.095
29 C -5.73 0.80 1.28  N8 1.449, H41 1.102, H49 1.088, H60 1.089
30 C 4.97 -1.83 -0.16  N7 1.453, C25 1.536, H47 1.087, H55 1.095
31 C 2.68 -1.09 0.34  N6 1.328, N7 1.383, C18 1.424
32 H -5.61 0.19 -1.48  C26 1.089
33 H -5.90 -1.47 -2.05  C26 1.095
34 H -7.06 -1.13 2.65  C27 1.102
35 H -6.15 -2.32 0.20  C15 1.094
36 H 1.68 5.19 -0.50  C19 1.088
37 H 3.44 2.19 -1.82  C17 1.088
38 H 4.68 1.11 -0.26  C22 1.093
39 H 2.02 4.89 1.21  C19 1.088
40 H 2.84 3.79 -2.21  C17 1.089
41 H -6.79 1.09 1.33  C29 1.102
42 H 3.33 5.38 0.14  C19 1.088
43 H 4.41 3.62 -1.42  C17 1.088
44 H 4.53 0.47 1.39  C22 1.091
45 H 3.40 -5.21 0.46  C21 1.091
46 H -7.26 -0.94 -0.01  C15 1.105
47 H 5.13 -0.85 -0.61  C30 1.087
48 H -2.95 3.10 -1.36  C11 1.083
49 H -5.27 1.26 0.41  C29 1.088
50 H 3.98 -2.60 -1.92  C25 1.102
51 H -5.43 -0.83 3.29  C27 1.089
52 H 0.79 2.78 -0.92  C28 1.093
53 H 0.86 2.79 0.82  C28 1.095
54 H -3.78 -2.02 -0.82  N5 1.010
55 H 5.84 -2.08 0.46  C30 1.095
56 H -5.77 -2.33 2.42  C27 1.090
57 H 2.63 -3.17 1.77  C16 1.089
58 H 4.40 -3.43 1.85  C16 1.095
59 H 5.74 -2.93 -1.87  C25 1.092
60 H -5.22 1.18 2.17  C29 1.089
61 H 2.58 -3.99 -0.55  C21 1.099

Its multiplicity is 1. For the largest force on an atom, the calculation gives 1.00 eV Å⁻¹. The calculation puts the orbital gap at 8.50 eV. The structure (SMILES) is CN(C)CCNc1ncnc2c1sc1nc(N3CCOCC3)c3c(c12)CC(C)(C)SC3. The calculation puts the HOMO energy at -8.023 eV. Its lowest unoccupied orbital energy is 0.473 eV. The calculation puts the total energy at -55960.674 eV.